# 1
Formula: C20H31BF16O5Si
Source: OMol25
Level of theory: ωB97M-V with the def2-TZVPD basis set

Results
LUMO energy ... 0.27 eV
Structure (SMILES) ... CCCCC[Si@H](CCCC(=O)O)B(C)O.FC(F)C(F)(F)COC(F)(F)C(F)F.FC(F)C(F)(F)COC(F)(F)C(F)F
Spin multiplicity ... 1

Last column: Löwdin charge in e.
Geometry (Å):
C  -5.899  -1.007  -1.295  -0.101
C  -4.384  -1.250  -1.163  -0.269
C  -3.654  -1.435  -2.497  -0.208
C  -2.133  -1.185  -2.294  -0.285
C  -1.503  -2.224  -1.374  -0.295
Si  0.218  -1.761  -0.722  0.741
C  0.870  -3.258  0.247  -0.295
C  2.227  -3.039  0.945  -0.236
C  2.307  -3.930  2.208  -0.089
C  1.781  -3.297  3.481  -0.588
O  1.525  -3.964  4.378  0.163
O  1.570  -1.973  3.572  0.091
B  0.237  -0.053  0.315  -0.501
C  -0.455  1.290  -0.190  -0.052
O  0.887  0.032  1.544  0.041
H  -6.372  -1.407  -0.405  0.062
H  -6.121  0.048  -1.389  0.063
H  -6.261  -1.585  -2.140  0.069
H  -4.273  -2.183  -0.615  0.093
H  -3.890  -0.500  -0.549  0.102
H  -4.046  -0.799  -3.286  0.101
H  -3.722  -2.475  -2.811  0.111
H  -2.048  -0.160  -1.940  0.073
H  -1.706  -1.234  -3.290  0.098
H  -1.385  -3.143  -1.950  0.081
H  -2.114  -2.485  -0.510  0.067
H  1.121  -1.583  -1.895  0.003
H  1.010  -4.061  -0.476  0.075
H  0.088  -3.601  0.925  0.079
H  3.002  -3.397  0.274  0.107
H  2.446  -1.996  1.153  0.079
H  3.311  -4.294  2.404  0.122
H  1.670  -4.786  2.037  0.117
H  2.274  -1.477  3.133  0.068
H  -0.377  1.438  -1.262  0.043
H  -1.505  1.210  0.113  0.066
H  -0.057  2.138  0.363  0.058
H  0.285  0.340  2.233  0.108
C  -4.009  4.426  -5.436  -0.047
C  -4.616  3.574  -6.560  -0.443
C  -5.417  2.353  -6.113  -0.297
F  -4.637  1.477  -5.442  0.084
F  -5.909  1.712  -7.202  0.098
F  -3.643  3.208  -7.423  0.135
F  -5.470  4.381  -7.252  0.107
O  -2.644  4.188  -5.146  0.051
C  -2.333  3.179  -4.261  -0.535
C  -1.475  2.105  -4.925  -0.271
F  -2.137  1.533  -5.952  0.101
F  -1.191  1.134  -4.026  0.090
F  -3.445  2.657  -3.705  0.136
F  -1.616  3.737  -3.260  0.146
H  -4.034  5.454  -5.793  0.150
H  -4.625  4.418  -4.537  0.147
H  -6.259  2.646  -5.479  0.175
H  -0.542  2.529  -5.304  0.178
C  4.433  1.221  4.954  -0.045
C  4.838  -0.042  4.182  -0.430
C  4.696  -1.359  4.937  -0.296
F  5.495  -1.400  6.022  0.098
F  5.062  -2.390  4.130  0.096
F  6.094  0.102  3.714  0.141
F  4.019  -0.121  3.085  0.095
O  5.490  1.955  5.538  0.051
C  5.927  1.587  6.793  -0.535
C  7.396  1.171  6.769  -0.280
F  7.569  0.102  5.963  0.099
F  7.790  0.819  8.015  0.101
F  5.142  0.627  7.319  0.143
F  5.806  2.675  7.587  0.148
H  4.009  1.900  4.215  0.151
H  3.628  1.028  5.663  0.150
H  3.659  -1.526  5.247  0.170
H  8.023  1.989  6.410  0.177

---

# 2
Formula: C38H31NO2P2PtTe
Source: OMol25
Level of theory: ωB97M-V with the def2-TZVPD basis set

Results
LUMO energy (alpha / beta) ... 0.20 / -1.73 eV
Spin multiplicity ... 3

Last column: natural (NBO) charge in e.
Geometry (Å):
Pt  -1.249  -0.615  -1.161  0.558
Te  3.044  -1.675  1.605  0.603
C  2.904  0.072  2.875  -0.188
C  2.110  0.095  4.009  -0.281
C  2.084  1.250  4.776  0.043
N  2.783  2.331  4.488  -0.411
C  3.550  2.303  3.413  0.035
C  3.646  1.204  2.573  -0.296
C  1.517  -0.942  0.332  -0.977
P  1.497  -1.355  -1.415  0.902
C  0.945  0.270  -2.133  -0.371
C  1.158  1.519  -1.544  -0.214
C  0.785  2.672  -2.212  -0.182
C  0.167  2.602  -3.451  -0.201
C  -0.047  1.370  -4.047  -0.225
C  0.353  0.211  -3.404  -0.170
C  3.278  -1.346  -1.845  -0.389
C  3.819  -2.381  -2.595  -0.132
C  5.175  -2.389  -2.876  -0.234
C  5.993  -1.391  -2.374  -0.198
C  5.456  -0.369  -1.607  -0.201
C  4.099  -0.335  -1.359  -0.194
P  -0.210  -1.227  0.726  1.003
C  -0.368  -2.944  1.318  -0.396
C  -0.754  -3.897  0.380  -0.189
C  -0.817  -5.233  0.727  -0.204
C  -0.491  -5.624  2.015  -0.192
C  -0.108  -4.679  2.955  -0.237
C  -0.039  -3.340  2.611  -0.121
C  -0.744  -0.181  2.094  -0.401
C  -1.888  -0.548  2.800  -0.184
C  -2.482  0.346  3.670  -0.211
C  -1.938  1.610  3.838  -0.198
C  -0.809  1.984  3.127  -0.201
C  -0.217  1.095  2.249  -0.159
H  1.525  -0.765  4.296  0.224
H  1.477  1.309  5.670  0.197
H  4.121  3.203  3.223  0.196
H  4.297  1.226  1.711  0.225
H  1.601  1.585  -0.559  0.215
H  0.969  3.639  -1.764  0.213
H  -0.159  3.507  -3.946  0.217
H  -0.534  1.314  -5.010  0.217
H  0.247  -0.749  -3.895  0.214
H  3.180  -3.178  -2.953  0.209
H  5.596  -3.180  -3.480  0.214
H  7.054  -1.407  -2.572  0.214
H  6.097  0.398  -1.196  0.212
H  3.656  0.477  -0.799  0.214
H  -1.008  -3.565  -0.623  0.232
H  -1.124  -5.975  0.004  0.217
H  -0.539  -6.667  2.288  0.216
H  0.132  -4.993  3.959  0.216
H  0.245  -2.595  3.344  0.208
H  -2.311  -1.531  2.640  0.220
H  -3.382  0.069  4.201  0.216
H  -2.415  2.314  4.504  0.215
H  -0.404  2.978  3.249  0.220
H  0.648  1.383  1.670  0.216
C  -5.141  -0.642  -2.351  -0.713
C  -3.817  0.092  -2.377  0.636
O  -2.795  -0.574  -2.615  -0.671
C  -3.844  1.519  -2.133  -0.335
C  -4.949  2.278  -2.552  -0.132
C  -5.020  3.631  -2.341  -0.305
C  -3.984  4.271  -1.656  -0.176
C  -2.910  3.562  -1.198  -0.260
C  -2.781  2.159  -1.409  0.427
O  -1.791  1.556  -0.886  -0.749
H  -4.968  -1.706  -2.209  0.236
H  -5.661  -0.510  -3.297  0.236
H  -5.767  -0.268  -1.546  0.234
H  -5.740  1.785  -3.099  0.203
H  -5.855  4.202  -2.720  0.209
H  -4.040  5.333  -1.462  0.207
H  -2.105  4.049  -0.668  0.208

---

# 3
Formula: C3H10S3
Source: OMol25
Level of theory: ωB97M-V with the def2-TZVPD basis set

Results
LUMO energy ... 0.40 eV
Structure (SMILES) ... CSC.CSS
Spin multiplicity ... 1

Last column: natural (NBO) charge in e.
Geometry (Å):
C  -1.324  1.024  -1.111  -0.744
S  -0.610  -0.569  -1.595  0.098
S  1.168  0.202  -2.383  -0.141
H  -2.293  0.837  -0.657  0.233
H  -0.644  1.434  -0.363  0.222
H  -1.390  1.767  -1.895  0.219
H  0.607  0.936  -3.357  0.124
C  1.222  0.740  1.836  -0.734
S  -0.324  0.125  2.602  0.165
C  -0.425  -1.481  1.820  -0.762
H  1.838  1.116  2.646  0.225
H  1.665  -0.022  1.203  0.225
H  0.967  1.594  1.210  0.211
H  0.510  -2.010  1.946  0.208
H  -0.513  -1.461  0.731  0.222
H  -1.182  -2.083  2.319  0.230

---

Total energy in Eh, matching the order above: -3069.1183 -2741.8241 -1314.8336